Record 1
Density functional theory data (ωB97M-V with the def2-TZVPD basis set) for an isolated molecule of C26H30N4O2.

Positions of all 62 atoms, in Å:
C -1.27 -0.92 0.58
H -2.23 -0.87 1.09
H -0.78 0.05 0.67
H -0.65 -1.67 1.07
C -1.48 -1.29 -0.89
N -0.19 -1.52 -1.53
C 0.71 -0.38 -1.61
C 1.97 -0.61 -0.77
C 2.87 0.63 -0.72
N 2.22 1.74 -0.06
C 2.36 1.99 1.25
O 3.14 1.43 1.99
C 1.42 3.10 1.73
N 0.04 2.63 1.80
C -0.74 2.83 0.68
O -0.24 3.21 -0.37
C -2.14 2.57 0.86
C -3.21 2.79 0.01
C -4.36 2.41 0.69
C -3.98 1.96 1.94
N -2.64 2.06 2.04
C -1.79 1.69 3.08
C -2.26 1.05 4.22
C -1.38 0.66 5.21
C -0.02 0.89 5.06
C 0.46 1.53 3.93
C -0.42 1.96 2.93
H 1.52 1.66 3.82
H 0.67 0.57 5.82
H -1.76 0.16 6.09
H -3.31 0.84 4.32
H -4.60 1.59 2.73
H -5.37 2.45 0.32
H -3.14 3.19 -0.98
H 1.43 3.93 1.02
H 1.73 3.46 2.71
H 1.50 2.25 -0.56
H 3.14 0.93 -1.73
H 3.77 0.40 -0.15
H 1.68 -0.88 0.25
H 2.53 -1.44 -1.18
H 0.20 0.53 -1.25
H 1.00 -0.20 -2.65
C -0.26 -2.27 -2.77
C 1.07 -2.92 -3.06
C 1.63 -3.79 -2.12
C 2.85 -4.39 -2.36
C 3.54 -4.13 -3.53
C 3.00 -3.26 -4.46
C 1.77 -2.66 -4.23
H 1.35 -1.99 -4.96
H 3.53 -3.05 -5.38
H 4.49 -4.59 -3.72
H 3.27 -5.07 -1.63
H 1.09 -3.99 -1.21
H -1.01 -3.06 -2.65
H -0.55 -1.65 -3.63
C -2.37 -0.26 -1.59
H -1.92 0.73 -1.58
H -2.54 -0.55 -2.63
H -3.33 -0.20 -1.09
H -2.00 -2.26 -0.91

Highest occupied orbital energy in eV: -8.2
Kohn-Sham gap in Eh: 0.313
Energy in hartree: -1378.3233
SMILES: CC(C)N(CCCNC(=O)Cn1c(=O)c2cccn2c2ccccc21)Cc1ccccc1
Maximum force in eV/A: 0.93

***

Record 2
Density functional theory data (ωB97M-V with the def2-TZVPD basis set) for an isolated molecule of C26H30N4O3.

Positions of all 63 atoms, in Å:
C 5.26 0.20 2.11
C 6.17 -0.63 1.20
H 7.16 -0.74 1.65
C 5.59 -2.03 0.96
N 4.30 -1.98 0.33
C 3.15 -2.19 1.03
O 3.15 -2.56 2.18
C 1.90 -1.94 0.26
C 1.80 -2.10 -1.12
C 0.61 -1.84 -1.77
C -0.51 -1.41 -1.06
C -0.42 -1.27 0.33
C 0.77 -1.54 0.97
H 0.85 -1.45 2.04
H -1.27 -0.95 0.91
O -1.61 -1.16 -1.81
C -2.80 -0.68 -1.21
C -3.63 -0.03 -2.32
C -4.96 0.46 -1.74
N -5.68 -0.64 -1.16
C -4.94 -1.23 -0.06
C -3.62 -1.80 -0.58
H -3.82 -2.55 -1.34
H -3.07 -2.27 0.24
H -5.54 -2.04 0.37
H -4.74 -0.50 0.74
C -7.06 -0.32 -0.82
C -7.19 0.79 0.20
N -7.02 0.44 1.47
C -7.06 1.38 2.40
C -7.28 2.72 2.12
C -7.45 3.09 0.79
C -7.41 2.11 -0.18
H -7.55 2.36 -1.22
H -7.63 4.12 0.53
H -7.30 3.46 2.91
H -6.92 1.04 3.42
H -7.52 -1.23 -0.42
H -7.57 -0.04 -1.74
H -5.57 0.89 -2.55
H -4.75 1.26 -1.01
H -3.83 -0.78 -3.09
H -3.08 0.79 -2.77
H -2.56 0.09 -0.46
H 0.52 -1.97 -2.83
H 2.65 -2.45 -1.69
H 4.26 -1.51 -0.56
H 5.46 -2.54 1.91
H 6.28 -2.60 0.32
O 6.29 -0.03 -0.09
C 7.09 1.05 -0.27
C 7.92 1.64 0.67
C 8.68 2.73 0.29
C 8.59 3.20 -1.00
N 7.80 2.65 -1.91
C 7.07 1.61 -1.56
H 6.44 1.18 -2.32
H 9.16 4.06 -1.34
H 9.34 3.21 1.01
H 7.99 1.26 1.68
H 5.14 -0.30 3.06
H 5.68 1.19 2.28
H 4.28 0.32 1.64

Highest occupied orbital energy in eV: -8.6
Kohn-Sham gap in Eh: 0.341
Energy in hartree: -1453.5177
SMILES: C[C@@H](CNC(=O)c1ccc(OC2CCN(Cc3ccccn3)CC2)cc1)Oc1cccnc1
Maximum force in eV/A: 0.61

***

Record 3
Density functional theory data (ωB97M-V with the def2-TZVPD basis set) for an isolated molecule of C26H30N4O4S.

Positions of all 65 atoms, in Å:
C -4.15 -4.11 -1.91
C -3.48 -3.06 -1.09
C -2.37 -2.38 -1.58
C -1.76 -1.38 -0.85
C -2.25 -1.05 0.41
C -3.35 -1.73 0.92
C -3.95 -2.72 0.18
H -4.81 -3.24 0.58
H -3.73 -1.47 1.90
N -1.67 0.03 1.13
C -0.67 -0.10 2.02
O -0.10 0.87 2.51
C -0.30 -1.52 2.42
H -0.84 -1.76 3.34
H -0.60 -2.22 1.64
C 1.20 -1.60 2.66
C 1.94 -1.38 1.35
O 1.39 -1.25 0.29
N 3.30 -1.35 1.51
C 4.22 -1.18 0.50
N 5.49 -1.01 0.80
O 6.16 -0.87 -0.38
C 5.29 -0.97 -1.40
C 4.03 -1.17 -0.91
H 3.11 -1.29 -1.43
C 5.81 -0.85 -2.78
H 6.57 -1.60 -2.96
H 6.27 0.13 -2.92
H 4.99 -0.97 -3.49
H 3.70 -1.38 2.44
H 1.50 -0.81 3.36
H 1.49 -2.57 3.08
C -2.14 1.38 0.77
C -3.58 1.35 0.41
C -4.64 1.36 1.28
C -5.88 1.24 0.62
C -5.74 1.14 -0.72
S -4.10 1.20 -1.23
H -6.52 1.05 -1.46
H -6.83 1.24 1.14
H -4.53 1.45 2.34
H -1.99 2.00 1.67
C -1.27 1.93 -0.37
O -1.67 2.01 -1.52
N -0.06 2.30 0.04
H 0.21 2.10 1.00
C 0.97 2.81 -0.84
C 2.11 1.79 -1.03
H 2.31 1.63 -2.09
C 3.34 2.36 -0.31
H 3.89 1.60 0.23
H 4.01 2.83 -1.03
C 2.77 3.43 0.63
H 2.37 2.97 1.53
H 3.52 4.17 0.92
C 1.64 4.04 -0.20
H 2.04 4.68 -0.97
H 0.93 4.61 0.40
H 1.81 0.83 -0.60
H 0.47 3.05 -1.78
H -0.90 -0.85 -1.24
H -1.99 -2.63 -2.56
H -4.81 -3.64 -2.64
H -3.42 -4.70 -2.45
H -4.75 -4.77 -1.29

Highest occupied orbital energy in eV: -8.5
Kohn-Sham gap in Eh: 0.335
Energy in hartree: -1926.9758
SMILES: Cc1ccc(N(C(=O)CCC(=O)Nc2cc(C)on2)[C@@H](C(=O)NC2CCCC2)c2cccs2)cc1
Maximum force in eV/A: 1.33

***

Record 4
Density functional theory data (ωB97M-V with the def2-TZVPD basis set) for an isolated molecule of C26H30N4O5.

Positions of all 65 atoms, in Å:
C 4.45 -5.92 0.60
H 5.32 -6.45 1.00
O 3.98 -5.11 1.65
C 2.89 -4.34 1.44
C 2.18 -4.26 0.25
C 1.06 -3.45 0.14
C 0.64 -2.70 1.23
C 1.35 -2.75 2.43
C 2.45 -3.58 2.55
O 3.19 -3.71 3.68
C 2.76 -3.04 4.84
H 3.44 -3.36 5.63
H 1.74 -3.32 5.11
H 2.83 -1.96 4.73
H 1.01 -2.16 3.26
N -0.50 -1.87 1.09
N -0.61 -1.30 -0.10
C -1.61 -0.54 -0.42
C -2.68 -0.28 0.51
C -3.80 0.53 0.24
C -4.77 0.71 1.20
C -4.66 0.10 2.45
C -3.57 -0.69 2.74
C -2.58 -0.89 1.78
C -1.44 -1.74 2.11
O -1.30 -2.31 3.18
H -3.46 -1.18 3.69
H -5.43 0.26 3.19
H -5.62 1.33 0.98
H -3.88 0.99 -0.73
C -1.54 0.06 -1.79
O -2.37 0.82 -2.24
N -0.43 -0.30 -2.46
C -0.10 0.20 -3.77
C -0.38 1.70 -3.95
O -1.01 2.08 -4.92
N 0.17 2.55 -3.06
C 1.01 2.23 -1.93
H 1.31 1.19 -1.95
C 0.29 2.56 -0.61
C 1.18 2.21 0.58
H 1.42 1.15 0.58
H 2.11 2.78 0.54
H 0.67 2.45 1.51
C -0.11 4.03 -0.62
H -0.66 4.27 0.29
C -0.97 4.34 -1.85
C -1.37 5.81 -1.89
H -1.92 6.08 -1.00
H -0.48 6.44 -1.95
H -1.99 6.01 -2.76
C -0.20 3.95 -3.11
H -0.82 4.10 -4.00
H 0.71 4.56 -3.20
H -1.87 3.72 -1.80
H 0.79 4.66 -0.64
H -0.62 1.96 -0.55
H 1.91 2.85 -2.00
H -0.71 -0.30 -4.53
H 0.95 0.00 -3.98
H 0.18 -0.97 -2.00
H 0.51 -3.41 -0.79
H 2.49 -4.83 -0.61
H 4.76 -5.31 -0.26
H 3.70 -6.64 0.28

Highest occupied orbital energy in eV: -8.1
Kohn-Sham gap in Eh: 0.287
Energy in hartree: -1604.0175
SMILES: COc1ccc(-n2nc(C(=O)NCC(=O)N3C[C@H](C)C[C@H](C)C3)c3ccccc3c2=O)cc1OC
Maximum force in eV/A: 1.02